Entry 1:
Density functional theory data (ωB97M-V with the def2-TZVPD basis set) for a structure of composition C35H45ClCrN5O6 in a non-equilibrium geometry.

**Net charge**: 0
**HOMO-LUMO gap (spin up / spin down)**: 6.91 / 7.65 eV
**Electronic energy**: -97706.258 eV
**Expectation value of S²**: 3.809
**2S+1**: 4

Each line ends with the Mulliken spin population.
Positions of all 93 atoms, in Å:
O -0.29610 -0.17667 -1.92563  -0.06
C 0.63329 0.37337 -2.70402  -0.03
C 0.92383 -0.63283 -3.82847  -0.02
C 0.62801 -1.98046 -3.63500  0.00
H 0.29316 -2.32223 -2.65294  0.00
C 0.74722 -2.89700 -4.68448  0.00
H 0.43450 -3.92947 -4.50569  0.00
C 1.27643 -2.47499 -5.90716  0.00
H 1.40619 -3.19348 -6.71744  0.00
C 1.64140 -1.13270 -6.08390  0.00
H 2.07652 -0.79841 -7.03187  0.00
C 1.44190 -0.20593 -5.05366  0.00
H 1.69600 0.85234 -5.16399  0.00
H 0.29390 1.31692 -3.17444  0.00
C 2.08809 2.28310 -1.47441  0.00
C 2.00302 0.85089 -1.85476  0.01
H 3.10480 2.67544 -1.64292  0.00
H 1.85018 2.46008 -0.42028  0.00
H 1.40727 2.88547 -2.09196  0.00
C 3.11256 0.10243 -2.05441  0.04
C 4.51412 0.45083 -1.64819  0.00
H 3.02945 -0.84648 -2.58371  0.00
H 5.18770 0.54072 -2.51581  0.00
H 4.93079 -0.34565 -1.02001  0.00
H 4.57170 1.39485 -1.09046  0.00
Cr 0.25843 -0.06428 0.30691  3.04
Cl 2.34506 -0.82015 0.43591  -0.01
C 0.96366 -0.42474 3.11511  0.01
O 0.19631 0.24978 2.38781  0.03
N 0.68423 -0.82440 4.36301  0.00
C -0.31715 -0.14378 5.17036  0.00
C 1.58021 -1.76059 5.02804  0.00
H 1.94288 -0.76068 2.73117  0.00
H -1.01104 0.38196 4.50861  0.00
H 0.16269 0.56372 5.86247  0.00
H -0.85379 -0.88956 5.77003  0.00
H 1.97136 -2.45872 4.27650  0.00
H 1.03573 -2.32230 5.79308  0.00
H 2.42933 -1.23816 5.49541  0.00
H -3.94570 -2.04568 -3.54023  0.00
H -4.58166 -2.72268 -1.41105  0.00
C -2.95503 -1.71147 -3.20374  0.00
C -3.65302 -2.38221 -0.93330  0.00
N -3.01670 -1.40262 -1.78629  0.00
H -2.65755 -0.81542 -3.75572  0.00
C -2.45226 -0.28146 -1.29954  0.01
O -2.15436 -0.08158 -0.10044  0.01
H -3.88375 -1.95663 0.04933  0.00
H -2.35287 0.47983 -2.09036  0.00
H -2.23424 -2.51779 -3.40244  0.00
H -3.01348 -3.26690 -0.81158  0.00
H -1.22788 4.83407 1.94430  0.00
H -3.09310 4.95281 0.05670  0.00
C -0.54691 4.61996 1.10931  0.00
C -2.31013 4.63125 -0.64339  0.00
N -1.25921 3.90353 0.05802  0.01
H 0.29390 4.01645 1.45844  0.00
C -1.03268 2.61215 -0.18230  0.01
O -0.11587 1.96193 0.39068  -0.01
H -2.74661 3.97241 -1.40143  0.00
H -1.69309 2.14730 -0.93042  0.00
H -0.19348 5.57616 0.70625  0.00
H -1.89233 5.52242 -1.12958  0.00
O 0.52728 -3.35230 -0.86480  0.00
C -0.13021 -3.23133 0.16290  0.03
N -0.73132 -4.31105 0.82827  0.00
C -1.52379 -3.92591 1.93557  -0.01
C -1.32569 -2.38228 1.85853  0.01
O -1.90625 -1.59271 2.60378  0.00
N -0.44848 -2.07493 0.85540  -0.08
C -2.99859 -4.32504 1.78660  0.00
C -3.94051 -3.72002 2.62116  0.00
C -5.28689 -4.09962 2.57374  0.00
C -5.69347 -5.09434 1.67949  0.00
C -4.75143 -5.71587 0.85157  0.00
C -3.39982 -5.34668 0.91753  0.00
C -1.03000 -4.55604 3.24722  0.00
C -0.53151 -5.86356 3.25668  0.00
C -0.20999 -6.47861 4.47562  0.00
C -0.37633 -5.78652 5.67944  0.00
C -0.87515 -4.48106 5.66860  0.00
C -1.22647 -3.88466 4.45047  0.00
H -0.53725 -5.25143 0.50582  0.00
H -3.60412 -2.93568 3.29788  0.00
H -5.99978 -3.61188 3.23525  0.00
H -6.74303 -5.38994 1.63111  0.00
H -5.04961 -6.49652 0.15191  0.00
H -2.66230 -5.85253 0.28680  0.00
H -0.41070 -6.41638 2.32129  0.00
H 0.16451 -7.50313 4.46548  0.00
H -0.12431 -6.26827 6.62811  0.00
H -1.01454 -3.92224 6.59491  0.00
H -1.67687 -2.89272 4.42074  0.00

Force components x, y, z for each atom (eV/Å):
O -0.03 -0.09 4.08
C 2.82 0.20 0.10
C 0.43 0.44 -0.21
C -0.26 -0.21 -0.06
H 0.06 0.25 -0.43
C 0.27 0.42 0.11
H 0.26 0.27 -0.20
C -0.09 0.05 0.07
H -0.02 0.23 0.14
C -0.01 0.15 0.05
H -0.20 -0.18 0.31
C -0.05 -0.48 0.00
H -0.03 -0.33 -0.16
H 0.02 0.11 -0.10
C 0.39 0.74 0.50
C 0.00 -1.21 -3.96
H -0.39 -0.08 0.03
H 0.08 0.16 -0.19
H 0.02 -0.09 0.20
C -0.60 0.89 -0.45
C 0.07 0.17 0.23
H -0.17 0.08 0.21
H -0.31 -0.09 0.09
H -0.06 0.12 -0.01
H 0.01 -0.32 -0.06
Cr -2.87 -1.70 -1.07
Cl 0.09 -0.32 1.02
C -0.30 -0.44 0.17
O 0.84 -0.18 0.15
N 0.05 0.76 -0.39
C -0.30 -0.23 0.00
C 0.57 0.13 -0.18
H -0.53 -0.15 0.03
H 0.12 -0.18 0.16
H -0.04 -0.12 -0.20
H -0.02 0.21 -0.20
H -0.11 0.10 0.33
H 0.04 0.12 -0.27
H -0.23 -0.14 0.02
H 0.17 0.13 -0.03
H 0.14 0.16 0.09
C -0.28 0.09 0.03
C 0.32 -0.49 0.19
N -0.17 0.44 0.28
H 0.04 -0.22 0.02
C -0.13 -0.09 0.28
O -0.47 0.08 -0.81
H 0.20 -0.06 -0.24
H 0.03 -0.08 0.35
H -0.06 0.29 0.10
H -0.12 0.16 0.10
H 0.14 -0.11 -0.16
H 0.17 -0.12 -0.14
C 0.02 0.12 -0.04
C -0.03 -0.14 0.01
N 0.01 -0.33 0.10
H -0.20 0.14 -0.09
C 0.80 -0.45 0.28
O -0.99 0.73 -0.57
H 0.04 0.23 0.15
H 0.34 0.09 0.25
H 0.04 -0.21 0.09
H -0.06 -0.25 0.08
O -0.57 0.14 1.21
C 0.13 -0.90 -0.35
N 0.94 0.01 -1.42
C -0.14 -0.33 0.13
C -0.30 0.96 0.43
O 0.60 -0.71 -0.56
N 0.22 0.64 -0.19
C -0.25 -0.10 0.16
C -0.40 -0.12 -0.03
C 0.50 -0.09 -0.27
C 0.12 -0.01 -0.07
C 0.29 0.20 0.22
C -0.24 0.17 0.15
C -0.21 0.06 0.14
C 0.07 0.08 0.44
C -0.12 0.29 -0.33
C 0.05 0.06 0.02
C -0.07 -0.14 -0.49
C 0.16 -0.11 0.45
H -0.13 0.44 0.16
H -0.22 -0.21 -0.20
H 0.07 -0.13 -0.17
H 0.30 0.07 0.00
H -0.01 0.18 0.21
H -0.35 0.23 0.16
H 0.01 0.16 0.36
H -0.09 0.29 0.09
H -0.07 0.15 -0.34
H 0.02 -0.23 -0.16
H 0.24 -0.19 0.07

=====

Entry 2:
Density functional theory data (ωB97M-V with the def2-TZVPD basis set) for the ion C38H74N2O4 with charge +2 in a non-equilibrium geometry.

**Net charge**: +2
**Relative energy (zero: lowest compared OMol25 entry of this formula, charge and spin)**: 0.0244 eV
**HOMO-LUMO gap**: 10.55 eV
**Electronic energy**: -51766.502 eV

Each line ends with the natural charge from an NBO analysis.
Positions of all 118 atoms, in Å:
C 9.01648 3.10722 2.87675  -0.60
H 9.47041 3.20503 1.89371  0.21
H 9.57225 2.35972 3.43759  0.21
H 9.10860 4.05977 3.39141  0.22
C 7.54970 2.71069 2.75050  -0.22
C 6.75902 3.75462 1.96619  -0.40
C 5.29205 3.35644 1.83047  -0.40
H 4.77433 4.13239 1.26973  0.22
C 5.14178 2.01097 1.11238  -0.23
C 5.95845 0.95002 1.86688  0.10
C 7.41746 1.35999 2.04671  -0.41
H 7.87468 1.41621 1.05804  0.22
H 7.94010 0.58579 2.61290  0.21
H 5.91311 -0.01271 1.34984  0.22
O 5.37789 0.76604 3.18791  -0.50
C 4.89191 -0.39286 3.51568  0.81
O 4.83038 -1.38825 2.83953  -0.61
C 4.37847 -0.32925 4.97425  -0.33
N 3.42287 -1.40060 5.34641  -0.21
C 4.14041 -2.69312 5.40182  -0.43
H 4.92889 -2.65322 6.15095  0.23
H 4.58254 -2.90912 4.43036  0.27
H 3.45069 -3.49245 5.66466  0.23
C 2.88188 -1.10233 6.68616  -0.41
H 2.18842 -1.88517 6.98814  0.24
H 2.35804 -0.14928 6.68453  0.24
H 3.68903 -1.05375 7.41508  0.24
C 2.30735 -1.53472 4.35583  -0.24
C 1.46439 -0.28239 4.12315  -0.42
H 2.10470 0.58329 3.95163  0.21
H 0.82711 -0.07488 4.98404  0.21
C 0.57677 -0.44475 2.88266  -0.39
C -0.50133 -1.51761 3.02715  -0.39
C -1.44958 -1.52590 1.82777  -0.38
C -2.49464 -2.63378 1.95286  -0.40
H -3.11096 -2.45389 2.83584  0.20
C -3.39719 -2.77532 0.72646  -0.38
C -4.40830 -1.63867 0.57744  -0.39
H -3.88571 -0.69322 0.42856  0.20
H -4.99701 -1.55862 1.49304  0.20
C -5.33985 -1.88891 -0.61325  -0.42
C -6.32636 -0.73389 -0.75269  -0.23
H -6.93640 -0.67123 0.15070  0.23
H -5.76472 0.19693 -0.85106  0.26
N -7.26646 -0.81017 -1.91676  -0.20
C -8.22340 -1.91780 -1.73023  -0.41
H -8.78868 -1.76889 -0.81200  0.24
H -8.92140 -1.95569 -2.56476  0.24
H -7.70238 -2.87053 -1.67162  0.24
C -8.02269 0.45946 -1.97934  -0.43
H -7.34002 1.28474 -2.17523  0.27
H -8.53178 0.63669 -1.03424  0.23
H -8.76593 0.41511 -2.77319  0.23
C -6.54817 -1.01899 -3.19679  -0.33
H -6.15896 -2.03672 -3.25002  0.26
H -7.25257 -0.89146 -4.02371  0.26
C -5.37621 -0.04253 -3.44978  0.81
O -5.24588 0.99986 -2.86073  -0.61
O -4.60650 -0.53272 -4.37831  -0.49
C -3.46707 0.24641 -4.83979  0.09
C -2.17017 -0.51164 -4.53543  -0.23
H -2.21335 -1.45668 -5.08929  0.21
C -1.01035 0.31794 -5.09215  -0.40
H -0.07046 -0.19908 -4.90233  0.22
H -0.97118 1.28477 -4.59134  0.20
C -1.16206 0.52655 -6.59627  -0.40
C -2.47574 1.22426 -6.95672  -0.22
C -2.48352 2.69806 -6.55570  -0.61
H -3.41845 3.16535 -6.85521  0.22
H -2.36391 2.83148 -5.48436  0.19
H -1.67181 3.22089 -7.05442  0.22
H -2.59486 1.18275 -8.04413  0.22
C -3.64772 0.45274 -6.34074  -0.41
H -3.72596 -0.52943 -6.81115  0.21
H -4.58167 0.98900 -6.52132  0.21
H -1.12718 -0.44445 -7.09481  0.21
H -0.32406 1.11784 -6.96648  0.22
C -2.02697 -0.87310 -3.04159  -0.19
C -0.85170 -1.82551 -2.82120  -0.61
H -0.86048 -2.20183 -1.80010  0.20
H -0.90763 -2.67516 -3.49687  0.22
H 0.09501 -1.31812 -2.98214  0.21
C -1.89223 0.33724 -2.11867  -0.63
H -2.74509 1.00589 -2.20295  0.22
H -0.98851 0.89542 -2.34527  0.21
H -1.82827 0.00166 -1.08516  0.21
H -2.93955 -1.41620 -2.76013  0.18
H -3.48768 1.20435 -4.31423  0.21
H -4.72166 -1.97902 -1.50722  0.21
H -5.85788 -2.83586 -0.45475  0.21
H -3.94252 -3.71763 0.81012  0.21
H -2.77864 -2.83118 -0.17172  0.20
H -1.97545 -3.58262 2.10225  0.21
H -1.94011 -0.55388 1.75412  0.20
H -0.86785 -1.67987 0.91596  0.20
H -1.07853 -1.33567 3.93625  0.20
H -0.04117 -2.50376 3.11100  0.19
H 0.09189 0.51421 2.69165  0.22
H 1.20457 -0.67303 2.01956  0.21
H 2.75259 -1.84369 3.40833  0.26
H 1.66406 -2.34103 4.71070  0.23
H 3.92890 0.65207 5.13149  0.26
H 5.25546 -0.39674 5.62419  0.26
H 5.59353 2.09524 0.11901  0.22
C 3.66824 1.58865 0.92955  -0.19
C 3.54986 0.27993 0.14371  -0.62
H 3.95039 -0.57007 0.68932  0.22
H 4.07926 0.36161 -0.80225  0.21
H 2.50419 0.07182 -0.07436  0.20
C 2.86678 2.66806 0.20029  -0.61
H 3.35197 2.93134 -0.73588  0.21
H 2.75900 3.56515 0.80184  0.21
H 1.86872 2.29887 -0.02552  0.21
H 3.22067 1.44746 1.92207  0.17
H 4.83759 3.29030 2.82171  0.20
H 6.82545 4.71990 2.46957  0.22
H 7.19825 3.86710 0.97295  0.20
H 7.11801 2.62526 3.75402  0.19

Force components x, y, z for each atom (eV/Å):
C -0.28 -0.09 0.12
H 0.09 0.02 -0.13
H 0.13 -0.06 0.06
H 0.08 0.11 0.05
C 0.25 0.06 -0.32
C -0.19 -0.12 0.39
C 0.21 0.02 -0.35
H -0.11 0.01 0.06
C -0.34 -0.13 0.68
C 0.53 -0.09 -1.11
C -0.39 0.04 0.47
H 0.03 -0.04 -0.09
H 0.06 -0.07 -0.06
H -0.05 0.16 0.14
O 0.01 0.46 0.35
C -0.51 -0.53 0.52
O 0.12 -0.01 -0.10
C 0.65 0.73 -0.55
N 0.09 -0.06 -0.15
C 0.53 -0.95 -0.08
H -0.06 0.16 0.05
H -0.13 0.13 0.09
H -0.13 0.14 0.04
C -0.32 0.25 0.79
H 0.04 -0.06 -0.14
H 0.05 -0.01 -0.13
H 0.08 -0.03 -0.13
C -0.83 0.07 -0.71
C 0.10 -0.04 -0.07
H 0.06 0.08 0.08
H 0.04 0.08 0.06
C -0.07 -0.16 0.30
C 0.05 0.29 -0.34
C -0.06 -0.30 0.33
C 0.08 0.09 -0.34
H -0.02 -0.06 0.11
C -0.10 0.14 0.30
C 0.03 -0.24 -0.23
H 0.00 0.13 0.03
H -0.03 0.07 0.08
C -0.10 0.18 0.07
C 0.77 -0.04 0.73
H -0.14 0.03 -0.15
H -0.23 -0.09 -0.04
N 0.10 0.16 -0.04
C -0.53 -0.72 0.09
H 0.09 0.14 0.00
H 0.09 0.12 -0.05
H 0.10 0.10 -0.03
C -0.45 0.99 -0.05
H 0.00 -0.19 0.04
H 0.05 -0.18 0.05
H 0.03 -0.17 -0.02
C 0.72 0.02 -0.84
H -0.13 0.08 0.12
H -0.05 -0.06 0.16
C -0.58 -0.15 0.52
O 0.09 0.14 -0.04
O -0.09 -0.44 -0.21
C 0.62 0.33 -0.43
C -0.35 0.12 0.38
H 0.00 -0.02 -0.05
C -0.12 -0.21 -0.21
H 0.06 0.05 0.09
H 0.08 0.06 0.11
C -0.04 0.15 0.01
C 0.00 -0.03 -0.02
C -0.01 -0.23 -0.13
H -0.09 0.10 0.01
H 0.02 0.09 0.16
H 0.09 0.11 -0.01
H -0.01 -0.02 0.07
C -0.03 0.06 0.18
H -0.05 -0.06 -0.02
H -0.06 -0.02 -0.03
H 0.06 -0.05 -0.04
H 0.05 -0.03 -0.08
C 0.12 -0.02 -0.06
C -0.29 0.08 -0.05
H 0.05 -0.06 0.12
H 0.05 -0.14 -0.07
H 0.16 0.04 -0.01
C -0.17 -0.18 -0.18
H -0.06 0.15 0.03
H 0.14 0.11 0.02
H 0.03 0.00 0.16
H 0.04 0.00 -0.01
H 0.00 -0.15 -0.02
H 0.00 -0.06 -0.09
H 0.00 -0.06 -0.08
H -0.01 -0.05 -0.09
H 0.02 -0.07 -0.11
H -0.01 -0.03 0.09
H 0.03 0.11 -0.07
H 0.01 0.05 -0.12
H -0.01 -0.05 0.12
H -0.01 -0.11 0.08
H 0.05 0.04 -0.05
H 0.05 0.06 -0.11
H 0.04 -0.04 0.24
H 0.18 -0.04 0.11
H -0.05 -0.19 0.06
H -0.16 -0.06 0.05
H 0.05 -0.06 -0.05
C 0.13 -0.02 -0.34
C -0.01 0.08 0.29
H 0.06 -0.12 -0.02
H 0.06 -0.01 -0.18
H -0.11 -0.05 -0.07
C 0.04 -0.11 0.33
H 0.05 0.07 -0.17
H -0.02 0.14 -0.02
H -0.11 -0.01 -0.06
H 0.02 0.02 0.05
H -0.11 0.06 0.05
H 0.07 0.07 -0.05
H 0.08 0.06 -0.09
H -0.01 0.02 0.00

=====

| no. | molecular weight (g/mol) |
| --- | --- |
| 1 | 719.223 |
| 2 | 623.020 |